A molecular structure, C18H36FO18Tl. Source: the Open Molecules 2025 dataset; level of theory: ωB97M-V/def2-TZVPD.

Geometry (Å):
Tl: -2.90 -0.76 -0.05
F: -0.24 -0.47 -0.17
C: -2.48 3.76 4.30
O: -2.91 2.76 3.36
C: -2.09 1.79 3.03
O: -2.44 0.86 2.34
O: -0.83 2.04 3.38
C: 0.12 1.02 3.16
H: -1.79 4.43 3.79
H: -1.99 3.40 5.20
H: -3.35 4.34 4.59
H: -0.22 0.07 3.58
H: 1.04 1.28 3.67
H: 0.33 0.85 2.10
C: 4.36 -2.44 -3.42
O: 3.83 -1.22 -2.87
C: 3.76 -1.07 -1.57
O: 3.92 -1.98 -0.78
O: 3.52 0.20 -1.29
C: 3.35 0.58 0.08
H: 4.18 -2.40 -4.49
H: 3.83 -3.29 -3.00
H: 5.41 -2.52 -3.18
H: 2.65 -0.07 0.60
H: 2.90 1.57 0.09
H: 4.32 0.59 0.57
C: 0.31 -0.33 -3.38
O: -0.57 0.38 -4.25
C: -1.59 1.05 -3.75
O: -2.08 0.84 -2.65
O: -2.02 1.91 -4.63
C: -3.14 2.75 -4.23
H: 0.84 0.36 -2.74
H: 1.02 -0.84 -4.03
H: -0.22 -1.09 -2.81
H: -2.87 3.25 -3.31
H: -4.02 2.13 -4.12
H: -3.27 3.44 -5.05
C: 0.06 2.52 -0.60
O: -0.89 3.53 -0.33
C: -2.16 3.22 -0.13
O: -2.62 2.10 -0.18
O: -2.80 4.32 0.14
C: -4.22 4.22 0.37
H: -0.24 1.86 -1.41
H: 0.25 1.90 0.29
H: 1.00 3.01 -0.85
H: -4.63 5.22 0.45
H: -4.42 3.65 1.28
H: -4.67 3.62 -0.43
C: 2.90 -0.31 5.85
O: 2.12 -0.97 4.86
C: 2.66 -1.35 3.73
O: 3.75 -1.06 3.33
O: 1.77 -2.12 3.07
C: 2.16 -2.59 1.82
H: 3.29 0.63 5.46
H: 3.79 -0.90 6.09
H: 2.31 -0.18 6.75
H: 3.20 -2.91 1.77
H: 1.94 -1.88 0.99
H: 1.49 -3.42 1.59
C: -3.29 -5.14 -2.34
O: -1.86 -5.01 -2.44
C: -1.27 -4.00 -1.87
O: -1.80 -3.08 -1.27
O: 0.04 -4.11 -2.07
C: 0.93 -3.24 -1.39
H: -3.73 -4.64 -3.20
H: -3.66 -4.79 -1.38
H: -3.51 -6.20 -2.43
H: 1.34 -2.51 -2.08
H: 1.73 -3.81 -0.92
H: 0.42 -2.74 -0.57

The charge is +2. The frontier orbital gap is 2.46 eV. The LUMO energy comes out at -13.107 eV.

These are the Löwdin partial charges, in e, on atoms 1 to 8:
1 Tl 1.345
2 F -0.336
3 C -0.001
4 O 0.034
5 C -0.598
6 O 0.037
7 O 0.026
8 C -0.012